# C46H64GeN2OS3Sb2Ti

A molecular structure, C46H64GeN2OS3Sb2Ti at a distorted geometry (wB97M-V/def2-TZVPD, the OMol25 dataset).

```
120
Properties=species:S:1:pos:R:3:forces:R:3:mulliken_charge:R:1
Ti -1.35656 0.82358 -0.31360 -0.183 -0.981 1.079 -1.37
C -4.11159 1.06304 -1.97480 -0.158 -0.060 -0.257 -2.09
N -3.47445 1.55324 -0.73082 -0.153 0.023 -0.058 2.47
C -3.39336 3.02663 -0.75313 0.126 0.298 -0.041 -1.20
C -2.17720 3.45242 -1.55570 -0.382 0.044 -0.154 -1.73
N -0.91651 2.94759 -0.95566 -0.232 -0.022 0.036 1.91
C 0.13721 2.96454 -1.99837 0.218 -0.041 -0.191 -1.31
C -0.53787 3.76696 0.19792 0.148 0.262 0.439 -0.46
C 0.12635 4.97425 0.00838 0.051 0.040 -0.256 -0.65
C 0.48693 5.78306 1.07192 0.023 -0.027 0.039 -1.09
C 0.19184 5.37601 2.36588 -0.007 -0.016 -0.010 -0.74
C -0.47171 4.18175 2.57129 0.057 0.033 -0.056 -0.71
C -0.86119 3.36659 1.50076 -0.067 0.020 0.006 0.90
S -1.77068 1.91764 1.86387 -0.074 0.248 -0.622 -0.36
C -4.26783 1.02299 0.37315 -0.385 -0.278 0.124 -0.28
C -5.37212 1.69434 0.87378 0.038 0.190 -0.078 -0.66
C -6.17673 1.11428 1.84232 0.019 0.004 0.027 -1.00
C -5.90018 -0.16754 2.29116 -0.049 0.010 -0.014 -0.90
C -4.81570 -0.85599 1.77618 0.109 0.034 -0.071 -0.84
C -3.97309 -0.26382 0.83658 -0.237 0.084 0.021 1.05
S -2.56507 -1.14907 0.26056 0.322 0.578 -0.244 -0.29
H -5.11531 1.48797 -2.08488 0.028 0.026 0.111 0.31
H -4.19999 -0.01902 -1.92150 0.065 0.009 -0.007 0.32
H -3.51838 1.31966 -2.85062 0.027 0.013 0.054 0.43
H -3.30840 3.39166 0.26958 -0.040 -0.061 0.009 0.69
H -4.28884 3.46397 -1.20837 0.003 -0.038 0.017 0.61
H -2.15135 4.54439 -1.63434 0.072 -0.031 -0.004 0.36
H -2.25020 3.04644 -2.56773 0.106 -0.024 0.021 0.74
H 0.16090 3.91528 -2.53784 -0.115 0.005 0.054 0.49
H -0.05920 2.17123 -2.71890 -0.023 0.044 0.010 0.13
H 1.10408 2.78888 -1.53788 -0.034 -0.010 0.019 0.22
H 0.38742 5.29438 -0.99203 -0.029 0.005 0.000 0.39
H 1.00640 6.71401 0.89018 0.003 -0.002 -0.017 0.42
H 0.48013 5.98648 3.21174 -0.002 0.001 0.008 0.41
H -0.70230 3.84588 3.57396 -0.033 0.017 0.004 0.42
H -5.61403 2.69032 0.52419 0.029 -0.013 -0.039 0.40
H -7.02346 1.66508 2.22862 -0.001 -0.011 0.029 0.43
H -6.52785 -0.63237 3.03973 -0.017 -0.015 -0.016 0.43
H -4.59747 -1.86893 2.08706 -0.006 0.010 0.103 0.59
C -1.25084 0.20655 4.80641 0.180 -0.106 -0.246 -1.47
Sb -0.35397 -0.75215 3.06256 0.373 -0.819 0.928 0.50
C -1.62700 -2.49079 3.31220 0.176 0.143 -0.044 -1.31
C 1.36899 -1.60744 4.24030 -0.317 0.155 -0.542 -1.83
C 1.32416 -3.08480 4.38254 0.108 -0.389 0.025 1.10
C 0.83276 -3.59638 5.58950 0.043 0.008 -0.055 -0.72
C 0.72364 -4.95232 5.83564 -0.057 -0.014 0.062 -0.64
C 1.10377 -5.85358 4.85604 -0.010 -0.112 0.041 -0.80
C 1.61222 -5.37671 3.66302 -0.044 0.050 -0.055 -0.67
C 1.74294 -4.01151 3.39287 -0.142 0.019 0.508 0.93
C 2.37668 -3.64004 2.10043 -0.323 0.436 -0.251 -1.63
Sb 1.06887 -3.40320 0.33791 0.527 -0.432 0.115 0.51
C 2.90006 -3.34567 -0.83010 -0.328 0.124 -0.002 -1.30
C 0.77285 -5.54508 0.05647 -0.066 0.317 0.053 -1.42
H -0.68925 1.10140 5.07587 0.010 -0.003 -0.005 0.38
H -1.26718 -0.48678 5.64748 0.005 -0.017 -0.011 0.45
H -2.26718 0.50211 4.54821 -0.015 -0.009 0.020 0.38
H -1.40212 -3.00130 4.24636 -0.001 0.005 0.040 0.59
H -1.48631 -3.17739 2.47806 -0.055 -0.014 0.003 0.27
H -2.65733 -2.14036 3.32223 -0.060 -0.014 -0.021 0.37
H 1.29183 -1.12438 5.21291 0.113 0.008 0.018 0.63
H 2.26141 -1.25035 3.72912 0.071 0.002 0.011 0.48
H 0.54985 -2.89494 6.36703 -0.024 0.018 -0.023 0.30
H 0.35908 -5.30384 6.79248 -0.035 0.013 -0.003 0.40
H 1.02828 -6.91918 5.03048 0.005 -0.007 -0.015 0.39
H 1.93960 -6.08271 2.90716 0.018 0.007 -0.001 0.39
H 3.07198 -4.41697 1.78516 0.047 0.022 -0.004 0.76
H 2.91767 -2.69469 2.15943 0.040 0.015 0.010 0.57
H 3.51983 -4.20599 -0.58175 -0.036 -0.023 0.039 0.47
H 3.42728 -2.43204 -0.55880 0.055 0.035 -0.047 0.23
H 2.70307 -3.33679 -1.89937 -0.017 0.032 -0.060 0.38
H 1.72718 -6.06490 -0.02259 0.040 0.056 0.032 0.40
H 0.19955 -5.70910 -0.85601 0.006 -0.003 0.010 0.37
H 0.20794 -5.94788 0.89723 -0.002 0.012 -0.001 0.41
C 8.33410 3.33081 4.00380 0.127 -0.128 0.096 -1.10
C 7.45392 2.63244 3.00810 -0.181 -0.065 -0.177 0.79
O 7.08806 1.49428 3.06798 0.091 0.053 0.220 -0.51
S 6.92256 3.74248 1.69091 -0.160 0.062 -0.104 -0.25
C 5.40900 2.93519 1.21603 0.234 0.154 0.173 0.08
C 4.21597 3.52352 1.62241 0.031 -0.084 -0.100 -0.68
C 3.01360 2.91123 1.32645 -0.069 -0.040 -0.013 -0.14
C 2.99007 1.70454 0.61602 0.168 0.230 0.135 -0.36
C 4.19867 1.13300 0.20977 -0.067 -0.110 -0.071 -0.24
C 5.40467 1.74110 0.51060 -0.068 0.002 -0.023 -0.51
C 1.72927 1.11587 0.30544 -0.100 -0.354 -0.218 0.89
C 0.63552 0.64595 0.02982 0.364 0.220 -0.234 -0.11
H 8.96997 2.61377 4.51907 -0.006 -0.023 -0.044 0.31
H 7.67815 3.80550 4.73575 0.017 0.036 -0.010 0.28
H 8.93232 4.10735 3.52975 0.004 0.014 -0.001 0.35
H 4.24154 4.45508 2.17196 -0.033 -0.013 0.028 0.48
H 2.08120 3.35335 1.65025 -0.052 0.020 -0.008 0.35
H 4.18617 0.20642 -0.34806 -0.021 -0.031 0.000 0.51
H 6.33538 1.28456 0.20577 0.022 0.018 0.007 0.45
C 1.70135 -0.98726 -7.28177 0.117 -0.039 0.167 -1.35
C 1.78110 -1.10579 -5.76202 -0.207 0.103 -0.193 -0.41
C 0.50196 -0.62233 -5.08142 0.201 -0.124 0.223 -0.01
C 0.53154 -0.85078 -3.57163 -0.269 0.108 0.329 -0.87
Ge -1.20683 -0.33136 -2.69120 0.080 -0.100 -1.320 1.43
C -2.40605 -1.91768 -3.07909 0.228 0.123 0.177 -0.80
C -2.92132 -2.22178 -4.49125 -0.085 0.134 0.074 -0.69
C -4.11128 -1.35572 -4.94211 0.219 0.076 -0.153 -0.31
C -3.71153 -0.21018 -5.87396 -0.070 -0.112 0.140 -1.15
H 2.62718 -1.32314 -7.75014 -0.015 0.024 -0.069 0.41
H 1.52352 0.04863 -7.57556 -0.010 -0.002 -0.063 0.30
H 0.88434 -1.59803 -7.66937 -0.018 0.024 -0.046 0.30
H 2.62891 -0.52432 -5.38849 0.028 -0.051 0.042 0.33
H 1.95686 -2.14930 -5.48555 0.049 0.010 0.033 0.34
H -0.35221 -1.14712 -5.51405 -0.020 0.038 -0.093 -0.19
H 0.35017 0.44211 -5.28555 -0.015 0.001 -0.077 0.32
H 1.36788 -0.29920 -3.13252 -0.013 -0.051 0.101 0.33
H 0.69725 -1.91324 -3.36945 0.063 -0.001 0.094 0.54
H -1.59885 0.74349 -3.80995 -0.075 -0.026 0.384 -0.41
H -3.25755 -1.89970 -2.39616 0.039 0.014 0.052 0.51
H -1.79193 -2.76241 -2.74454 0.004 0.028 0.056 0.48
H -3.23573 -3.26980 -4.50347 0.061 -0.004 -0.028 0.39
H -2.11753 -2.12796 -5.22364 -0.007 -0.101 -0.055 0.15
H -4.61693 -0.94575 -4.06334 -0.063 -0.086 0.011 0.17
H -4.83385 -1.98629 -5.46543 -0.080 0.034 0.084 0.40
H -2.89827 0.36732 -5.43610 -0.002 0.076 -0.053 0.19
H -4.55648 0.45549 -6.06028 0.028 0.027 -0.059 0.35
H -3.36888 -0.60292 -6.83286 0.026 0.033 -0.018 0.39
```
Forces are in eV/Å.

Summary:
LUMO: -0.91 eV
HOMO energy: -6.838 eV
strongest force on any atom: 1.5 eV/Å
gap between HOMO and LUMO: 5.933 eV
energy above the lowest of the compared OMol25 structures with the same formula, charge and spin: 21.79 kcal per mole